2 unconnected molecules or ions with the total composition C36H30NS, computed with wB97M-V/def2-TZVPD.

Structure (XYZ):
```
68
Properties=species:S:1:pos:R:3:forces:R:3:mulliken_charge:R:1
C 0.1951 1.9691 4.1317 -0.445 -0.149 -0.263 -1.145
N -0.9999 1.4588 3.4670 -0.275 0.516 0.052 0.092
C -2.0192 2.3455 3.0184 0.549 -0.696 -0.278 -0.077
C -3.0703 1.6700 2.3897 0.614 0.011 0.429 0.784
C -4.0878 2.3725 1.7719 0.057 -0.485 0.041 -0.719
C -4.0631 3.7539 1.7830 0.043 0.280 -0.013 -0.578
C -3.0346 4.4313 2.4235 -0.368 0.004 -0.183 -0.633
C -2.0148 3.7404 3.0416 0.586 -0.670 0.303 -0.573
S -2.8273 -0.0713 2.5187 -0.632 0.301 -0.414 -0.316
C -1.2026 0.1122 3.1668 0.367 0.066 0.048 1.193
C -0.3155 -0.9218 3.2664 -0.433 1.187 -0.148 -1.021
C -0.6516 -2.3002 2.9869 -0.240 -0.349 -0.179 0.572
C -1.9482 -2.7957 3.1815 0.499 0.290 0.083 -0.577
C -2.2543 -4.1008 2.8862 -0.086 -0.307 -0.098 -0.714
C -1.2830 -4.9470 2.3865 -0.135 -0.366 -0.081 -0.594
C 0.0047 -4.4841 2.1966 0.010 -0.118 -0.048 -0.459
C 0.3201 -3.1799 2.4941 -0.218 0.403 0.136 -0.469
H 0.8475 1.1522 4.4316 -0.145 0.026 -0.034 0.323
H 0.7332 2.6336 3.4597 0.196 0.070 -0.074 0.360
H -0.0914 2.5327 5.0171 -0.002 0.033 0.107 0.358
H -4.8715 1.8361 1.2663 -0.236 -0.068 -0.085 0.431
H -4.8371 4.3075 1.2744 -0.102 0.036 0.008 0.412
H -3.0250 5.5092 2.4227 0.017 0.130 0.040 0.398
H -1.2062 4.2654 3.5170 0.185 0.175 0.117 0.444
H 0.7257 -0.6971 3.4314 0.125 0.093 0.270 0.205
H -2.7006 -2.1512 3.5999 -0.128 -0.106 0.219 0.643
H -3.2519 -4.4673 3.0586 -0.196 -0.081 0.014 0.411
H -1.5270 -5.9706 2.1533 -0.044 -0.167 -0.013 0.398
H 0.7659 -5.1436 1.8158 0.148 -0.168 -0.054 0.491
H 1.3192 -2.8159 2.3332 0.354 0.111 -0.003 0.380
C 2.2640 4.8433 -2.8794 0.007 0.092 -0.120 -0.352
C 2.3831 4.1823 -1.6715 0.094 0.095 0.185 -0.766
C 1.9652 2.8776 -1.5529 -0.029 -0.537 -0.080 -0.396
C 1.3960 2.1980 -2.6414 -0.144 0.066 0.077 -0.010
C 0.9824 0.7881 -2.5453 -0.075 -0.266 0.149 0.392
C 1.8084 -0.1173 -1.8453 -0.158 0.876 -0.350 -0.781
C 1.5250 -1.4342 -1.6232 0.104 -0.344 0.221 -0.063
C 2.3797 -2.3724 -0.9551 0.084 -0.063 -0.010 0.636
C 1.9794 -3.7122 -0.8451 -0.262 0.204 -0.151 -0.390
C 2.7876 -4.6515 -0.2508 -0.065 -0.261 0.039 -0.716
C 4.0209 -4.2797 0.2509 -0.040 -0.123 0.050 -0.435
C 4.4308 -2.9603 0.1732 0.211 0.353 0.072 -0.775
C 3.6259 -2.0150 -0.4189 0.025 0.078 -0.056 -0.475
C -0.2850 0.3673 -3.1694 0.034 0.076 -0.285 0.245
C -0.3954 -0.7726 -3.9821 0.375 0.159 0.399 -0.398
C -1.6022 -1.1291 -4.5374 -0.133 -0.164 -0.097 -0.789
C -2.7290 -0.3619 -4.3038 -0.122 0.025 -0.091 -0.400
C -2.6457 0.7721 -3.5167 -0.214 -0.027 0.072 -0.812
C -1.4423 1.1328 -2.9596 0.617 0.250 0.114 -0.181
C 1.2562 2.9042 -3.8470 -0.359 -0.539 0.119 -0.134
C 1.6937 4.2032 -3.9649 0.130 0.094 -0.166 -0.763
H 2.6211 5.8551 -2.9799 0.018 0.153 0.011 0.420
H 2.8151 4.6897 -0.8241 0.018 0.029 0.132 0.416
H 2.0462 2.3739 -0.6071 0.052 -0.131 0.292 0.584
H 2.7354 0.2772 -1.4716 0.227 0.162 0.025 0.767
H 0.5902 -1.8140 -1.9917 -0.360 -0.191 0.051 0.621
H 1.0206 -4.0029 -1.2356 -0.280 -0.080 -0.091 0.398
H 2.4575 -5.6751 -0.1669 -0.035 -0.090 -0.051 0.495
H 4.6622 -5.0149 0.7092 0.077 -0.102 0.074 0.424
H 5.3856 -2.6718 0.5837 0.097 0.047 0.011 0.426
H 3.9628 -0.9948 -0.4761 0.123 0.163 0.030 0.389
H 0.4806 -1.3622 -4.1836 0.248 -0.118 -0.150 0.650
H -1.6734 -2.0121 -5.1522 0.047 -0.070 -0.110 0.414
H -3.6719 -0.6379 -4.7474 -0.119 -0.067 -0.049 0.431
H -3.5251 1.3682 -3.3282 -0.058 0.059 0.022 0.446
H -1.3762 2.0009 -2.3268 -0.027 0.243 0.104 0.550
H 0.8259 2.4004 -4.6952 -0.112 -0.083 -0.208 0.496
H 1.6162 4.7138 -4.9120 -0.059 0.029 -0.084 0.416
```
Positions in Å, forces in eV/Å.

Its total charge is +1. As for the energy: -50137.3324 eV. The strongest force on any atom comes out at 1.272 eV/A. Its spin multiplicity is 1. The value obtained for the energy relative to the best compared isomer or geometry (same formula, charge and spin) is 0.246 eV. For the HOMO-LUMO gap, the calculation gives 3.442 eV.